Run i
{
  "formula": "C3H6ClNO",
  "method": "the ωB97M-V functional and the def2-TZVPD basis",
  "e_homo_ev": -10.321,
  "species": ["C", "C", "C", "N", "O", "Cl", "H", "H", "H", "H", "H", "H"],
  "positions_angstrom": [[-0.9950, -0.8888, 1.0685], [1.2272, -0.0474, -0.0093], [0.0244, -0.9472, 0.0424], [-2.1751, -0.7595, 0.9976], [-0.7644, -0.4148, -1.5598], [-0.1348, -1.4336, 2.5754], [1.1400, 0.9762, 0.5264], [2.0279, -0.6023, 0.2734], [1.4984, 0.2024, -1.1395], [0.0652, -2.0457, -0.2726], [-2.8048, -0.7599, 1.7687], [-1.5500, -0.9922, -1.2512]],
  "lowdin_charge": [-0.773, -0.089, -0.272, 0.159, -0.190, 0.605, 0.124, 0.022, 0.130, 0.163, 0.080, 0.042]
}

Run ii
{
  "formula": "C3H6ClNO",
  "method": "the ωB97M-V functional and the def2-TZVPD basis",
  "e_homo_ev": [-9.518, -9.518],
  "smiles": "C=C(C)Cl.N=O",
  "species": ["C", "C", "C", "Cl", "H", "H", "H", "H", "H", "N", "O", "H"],
  "positions_angstrom": [[-0.9351, 0.0010, 1.3073], [0.3213, 0.0160, 0.9012], [0.9815, -1.0260, 0.0659], [1.3496, 1.3587, 1.3108], [-1.5825, -0.8192, 1.0518], [-1.3672, 0.7953, 1.8904], [0.3399, -1.8999, -0.0136], [1.9355, -1.3179, 0.5014], [1.1720, -0.6412, -0.9362], [-0.5595, 0.9858, -2.3570], [-1.6706, 0.8582, -1.9138], [0.0150, 1.6891, -1.8082]],
  "lowdin_charge": [-0.036, -0.826, -0.134, 0.635, 0.067, 0.058, 0.083, 0.075, 0.063, 0.012, -0.059, 0.063]
}

Which structure wins on stability? run i wins.

Run i
{
  "formula": "C37H68F2N3O13S4",
  "method": "the ωB97M-V functional and the def2-TZVPD basis",
  "charge": 1,
  "e_homo_ev": -11.275,
  "species": ["C", "C", "O", "N", "H", "H", "C", "H", "H", "H", "H", "H", "H", "C", "C", "O", "N", "H", "H", "C", "H", "H", "H", "H", "H", "H", "C", "C", "O", "N", "H", "H", "C", "H", "H", "H", "H", "H", "H", "O", "H", "O", "H", "F", "C", "C", "C", "C", "C", "C", "H", "H", "H", "H", "H", "F", "C", "C", "C", "C", "C", "C", "H", "H", "H", "H", "H", "C", "C", "C", "S", "O", "O", "C", "H", "H", "H", "H", "H", "H", "H", "H", "C", "C", "C", "S", "O", "O", "C", "H", "H", "H", "H", "H", "H", "H", "H", "C", "C", "C", "S", "O", "O", "C", "H", "H", "H", "H", "H", "H", "H", "H", "C", "C", "C", "S", "O", "O", "C", "H", "H", "H", "H", "H", "H", "H", "H"],
  "positions_angstrom": [[3.7017, -0.9079, 3.4441], [4.0715, -0.3017, 2.1765], [4.8893, 0.7868, 2.3081], [3.7735, -1.0255, 0.8880], [2.9164, -1.1617, 1.0087], [3.7248, -0.3780, 0.1155], [4.6946, -2.0539, 0.4362], [4.2261, -0.5650, 4.2649], [4.0369, -1.7731, 3.2637], [2.5576, -0.6719, 3.6899], [4.3240, -2.2133, -0.6601], [4.3654, -2.8750, 1.0687], [5.5636, -1.5791, 0.4571], [3.7349, 5.0896, -2.5534], [4.3057, 3.8559, -1.8842], [5.4224, 3.4494, -2.1586], [3.4942, 3.3428, -0.7621], [2.5714, 3.4251, -0.8337], [3.5284, 2.4044, -0.8059], [4.1293, 3.6832, 0.4713], [4.3457, 5.7898, -3.3141], [3.3563, 5.8085, -1.8487], [2.9639, 4.8396, -3.0513], [3.8031, 4.6276, 0.9922], [5.2472, 3.4514, 0.4449], [3.6354, 3.0311, 1.2372], [1.0963, -1.6349, -2.0784], [0.0227, -0.6910, -1.3742], [-1.1349, -0.5422, -1.7824], [0.5954, 0.0972, -0.2304], [0.8376, -0.6319, 0.3739], [1.4149, 0.4675, -0.4123], [-0.3413, 1.1035, 0.1825], [1.5227, -1.3304, -3.1172], [0.4645, -2.6301, -2.1653], [2.0094, -1.9678, -1.4925], [-0.4580, 1.8587, -0.5983], [0.1877, 1.5035, 1.1140], [-1.2248, 0.7738, 0.5562], [3.2203, 0.7950, -0.9998], [2.9949, 0.4437, -2.0291], [1.2752, -1.7380, 1.4434], [0.7519, -2.6206, 1.8332], [3.5042, 2.9383, -6.6165], [2.4479, 2.4790, -5.9798], [2.5721, 2.1616, -4.5999], [1.3811, 1.9133, -3.7845], [0.1295, 2.0504, -4.3699], [-0.0131, 2.3601, -5.7821], [1.1748, 2.5697, -6.4934], [3.5600, 2.1569, -4.1588], [1.5971, 1.3736, -2.8960], [-0.7488, 2.0527, -3.7895], [-0.9111, 2.5956, -6.4188], [1.0872, 2.6717, -7.6152], [3.0203, 6.0957, 4.3953], [2.8701, 4.6893, 4.6617], [3.5586, 4.3342, 5.8216], [3.5196, 2.9306, 6.2061], [2.7268, 2.0573, 5.3531], [2.1474, 2.4841, 4.0814], [2.1981, 3.8436, 3.7667], [4.0276, 5.1043, 6.4675], [4.0293, 2.6106, 7.0367], [2.7736, 1.0185, 5.6397], [1.5221, 2.0527, 3.2341], [1.6952, 4.3088, 2.9226], [-2.1003, -7.3126, -2.8263], [-2.3724, -7.4876, -4.3269], [-1.9455, -6.2405, -4.8906], [-0.5833, -5.5994, -3.9991], [-0.9193, -4.3144, -3.3757], [0.6002, -5.7321, -4.7533], [-0.5644, -6.7862, -2.7226], [-2.2658, -8.2387, -2.2655], [-2.9308, -6.4901, -2.4424], [-3.3909, -7.7793, -4.5453], [-1.8205, -8.3012, -4.5629], [-2.7239, -5.4710, -4.6549], [-1.7925, -6.1989, -5.8575], [-0.2715, -6.2212, -1.8612], [0.0610, -7.7554, -2.8084], [-3.7900, -1.8117, 0.2499], [-4.8089, -2.1067, 1.3170], [-5.1911, -3.5042, 1.1413], [-3.6431, -4.3006, 0.7346], [-3.9600, -5.2471, -0.3194], [-3.2519, -4.7751, 2.0215], [-2.7161, -2.9502, 0.0305], [-3.2994, -0.9232, 0.5960], [-4.3328, -1.6041, -0.6883], [-5.6889, -1.4865, 1.4475], [-4.5541, -2.2022, 2.3661], [-5.8324, -3.4466, 0.3307], [-5.5866, -3.9944, 2.1054], [-2.7621, -2.8151, -1.0153], [-1.8277, -2.5687, 0.6935], [-4.8678, 4.3931, -1.7131], [-6.0037, 3.4168, -2.1995], [-5.5327, 2.5101, -3.1634], [-3.8881, 2.0577, -2.6482], [-3.0688, 1.8016, -3.8224], [-3.8656, 1.1425, -1.4845], [-3.5573, 3.7525, -2.0914], [-4.8429, 4.4068, -0.5541], [-4.7377, 5.2733, -2.2465], [-6.8633, 3.9953, -2.3404], [-6.3358, 2.7496, -1.2477], [-5.6994, 2.8774, -4.0862], [-6.0573, 1.5671, -3.1464], [-3.1154, 4.3264, -2.7223], [-2.7255, 3.6027, -1.3801], [0.1588, -1.1333, 6.0357], [-0.7812, -0.3260, 6.8566], [-1.1486, 0.8412, 6.2151], [-1.3862, 0.2516, 4.5615], [-0.8144, 1.1444, 3.5479], [-2.7608, -0.1490, 4.4764], [-0.3901, -1.1049, 4.6445], [0.1718, -2.0816, 6.3170], [1.1218, -0.8101, 6.2014], [-0.5218, -0.2773, 7.9490], [-1.7750, -0.6381, 7.1914], [-0.4737, 1.5830, 6.2155], [-2.1118, 1.1274, 6.5868], [0.4225, -0.8776, 3.9836], [-0.7723, -1.9454, 4.2455]],
  "lowdin_charge": [0.015, -0.207, 0.013, 0.039, -0.040, 0.063, 0.065, 0.074, 0.019, 0.144, 0.151, 0.120, 0.064, 0.035, -0.357, 0.162, 0.078, 0.126, 0.005, -0.002, 0.172, 0.089, -0.010, 0.123, 0.153, 0.091, 0.016, -0.308, 0.120, 0.060, 0.015, 0.018, 0.010, 0.118, 0.103, 0.062, 0.107, 0.114, 0.059, -0.409, 0.074, -0.448, 0.058, 0.095, -0.308, 0.006, -0.088, -0.070, -0.029, -0.044, 0.095, 0.032, 0.047, 0.129, 0.138, -0.031, -0.212, 0.004, -0.015, -0.059, -0.076, -0.063, 0.129, 0.069, 0.064, 0.101, 0.113, -0.178, -0.247, -0.256, 0.636, -0.338, -0.300, -0.207, 0.106, 0.155, 0.132, 0.084, 0.137, 0.061, 0.080, 0.143, -0.219, -0.272, -0.263, 0.661, -0.337, -0.308, -0.180, 0.092, 0.127, 0.126, 0.112, 0.083, 0.152, 0.080, 0.138, -0.158, -0.238, -0.275, 0.740, -0.334, -0.317, -0.242, 0.154, 0.089, 0.100, 0.170, 0.088, 0.120, 0.031, 0.111, -0.161, -0.282, -0.251, 0.698, -0.343, -0.288, -0.227, 0.084, 0.094, 0.157, 0.137, 0.075, 0.126, 0.068, 0.089]
}

Run ii
{
  "formula": "C37H68F2N3O13S4",
  "method": "the ωB97M-V functional and the def2-TZVPD basis",
  "charge": 1,
  "e_homo_ev": -11.276,
  "species": ["C", "C", "O", "N", "H", "H", "C", "H", "H", "H", "H", "H", "H", "C", "C", "O", "N", "H", "H", "C", "H", "H", "H", "H", "H", "H", "C", "C", "O", "N", "H", "H", "C", "H", "H", "H", "H", "H", "H", "O", "H", "O", "H", "F", "C", "C", "C", "C", "C", "C", "H", "H", "H", "H", "H", "F", "C", "C", "C", "C", "C", "C", "H", "H", "H", "H", "H", "C", "C", "C", "S", "O", "O", "C", "H", "H", "H", "H", "H", "H", "H", "H", "C", "C", "C", "S", "O", "O", "C", "H", "H", "H", "H", "H", "H", "H", "H", "C", "C", "C", "S", "O", "O", "C", "H", "H", "H", "H", "H", "H", "H", "H", "C", "C", "C", "S", "O", "O", "C", "H", "H", "H", "H", "H", "H", "H", "H"],
  "positions_angstrom": [[0.9545, 0.2673, -2.0591], [0.1338, 0.3054, -0.6796], [0.4685, 1.1191, 0.2041], [-1.0566, -0.5508, -0.4668], [-1.7923, -0.1185, -0.9340], [-0.8466, -1.4998, -0.9934], [-1.4456, -0.7921, 0.9520], [0.5848, -0.4084, -2.8213], [1.8081, -0.3554, -1.9383], [0.8449, 1.2373, -2.6361], [-0.3976, -0.8810, 1.4090], [-1.9951, -1.6118, 1.2405], [-2.1028, 0.1213, 1.1334], [0.7192, -5.2719, -4.1059], [1.5964, -5.0863, -2.9031], [1.8707, -6.1136, -2.2476], [1.7916, -3.7206, -2.3778], [2.1026, -3.1400, -3.0998], [0.9983, -3.2141, -1.9271], [2.7741, -3.5229, -1.2647], [-0.3203, -5.3096, -3.8704], [1.1092, -6.1465, -4.5230], [0.7648, -4.4772, -4.9357], [3.8749, -3.4692, -1.6370], [2.4744, -4.2779, -0.6145], [2.6534, -2.6907, -1.0704], [-4.4924, -2.2857, -2.5071], [-3.3460, -2.6938, -3.4071], [-3.0841, -3.8460, -3.8031], [-2.1763, -1.7095, -3.4245], [-2.4674, -0.8448, -2.9420], [-1.6572, -2.1765, -2.8462], [-1.5487, -1.6103, -4.8051], [-4.9543, -1.3919, -2.8733], [-4.3841, -2.2279, -1.4502], [-5.4368, -2.8901, -2.6584], [-0.9597, -0.6172, -4.9032], [-2.2499, -1.7526, -5.5847], [-0.9343, -2.5144, -4.6868], [-0.3729, -2.6422, -1.7766], [-1.0464, -3.2851, -1.6064], [-2.7423, 0.3969, -2.0775], [-2.6726, 1.4877, -2.2012], [-3.5990, 5.1011, 0.5851], [-4.4357, 4.0302, 0.7294], [-5.7739, 3.9864, 1.0801], [-6.5092, 2.8744, 1.3340], [-5.9837, 1.6039, 1.0025], [-4.7122, 1.6013, 0.5703], [-3.8408, 2.7577, 0.3403], [-6.2014, 4.9942, 1.4719], [-7.5778, 2.8327, 1.5397], [-6.5609, 0.9255, 1.3485], [-4.3516, 0.6815, 0.2542], [-2.8176, 2.9126, 0.0528], [-1.5708, -6.7427, -0.4453], [-0.5123, -6.3180, 0.3397], [-0.5527, -4.9043, 0.5327], [0.5163, -4.3970, 1.3174], [1.5028, -5.2028, 1.8263], [1.4883, -6.5689, 1.5151], [0.4911, -7.1660, 0.8538], [-1.4553, -4.4278, 0.1632], [0.4797, -3.2894, 1.4136], [2.2598, -4.7885, 2.5515], [1.9701, -7.2551, 2.1656], [0.2129, -8.1740, 0.8068], [5.0910, 2.6018, -1.1006], [4.8422, 2.6012, -2.4550], [4.7015, 1.2429, -2.8675], [5.5897, 0.2126, -1.7593], [6.7202, -0.3346, -2.4574], [4.7840, -0.7442, -1.1277], [6.0646, 1.4973, -0.6322], [4.2077, 2.5725, -0.3361], [5.6975, 3.6876, -0.9214], [5.5262, 2.9820, -3.1403], [3.8193, 2.9572, -2.6025], [5.1376, 1.1112, -3.9046], [3.6820, 0.7885, -2.8727], [7.1991, 1.6968, -0.6114], [6.1766, 1.1596, 0.4578], [-2.6523, 1.5548, 3.6680], [-3.2257, 2.4363, 4.8113], [-3.3660, 1.7146, 6.0269], [-1.7394, 0.9208, 6.1655], [-1.8695, -0.3792, 6.7126], [-0.8928, 1.9703, 6.7446], [-1.5319, 0.7420, 4.3860], [-2.3418, 1.9300, 2.8554], [-3.2185, 0.7321, 3.4140], [-4.1020, 2.5119, 4.4012], [-2.8580, 3.4543, 4.9848], [-4.2586, 1.0695, 5.9971], [-3.5841, 2.3956, 6.7623], [-1.3975, -0.1852, 3.9860], [-0.4008, 1.2592, 4.2287], [4.3172, 0.7099, 5.0039], [4.5687, 0.8983, 3.4964], [3.4139, 0.7939, 2.6939], [2.7157, -0.6545, 3.4561], [3.1164, -1.7999, 2.7525], [1.2902, -0.4403, 3.5072], [3.4942, -0.6383, 5.0373], [3.8748, 1.5584, 5.5468], [5.1663, 0.5162, 5.5088], [5.2888, 0.1050, 3.0328], [5.2086, 1.6639, 3.3002], [3.6810, 0.6078, 1.7059], [2.7452, 1.6999, 2.7744], [3.9782, -1.5160, 5.0444], [3.0592, -0.7871, 6.1221], [-1.2649, 3.8718, -2.4726], [-1.8397, 5.1128, -3.1839], [-0.8180, 6.0045, -3.2172], [-0.0475, 6.0199, -1.6290], [-0.7599, 6.9527, -0.7515], [1.3175, 6.3875, -1.8299], [-0.3871, 4.3113, -1.3036], [-0.6811, 3.1765, -3.0031], [-2.0735, 3.2798, -2.1297], [-2.8289, 5.3114, -2.4991], [-2.3364, 5.0678, -4.0120], [-1.1116, 7.0420, -3.5740], [-0.1210, 5.7249, -4.1088], [-0.8930, 4.1296, -0.3671], [0.6186, 3.8752, -1.3442]],
  "lowdin_charge": [0.037, -0.289, 0.091, 0.009, -0.005, 0.074, 0.022, 0.038, 0.049, 0.108, 0.112, 0.063, 0.108, 0.023, -0.326, 0.132, 0.081, 0.145, 0.060, 0.075, 0.084, 0.074, 0.114, 0.168, 0.076, -0.055, 0.019, -0.296, 0.115, 0.054, 0.033, -0.022, 0.045, 0.081, 0.084, 0.119, 0.131, 0.082, 0.078, -0.266, -0.008, -0.408, 0.054, 0.049, -0.237, -0.053, -0.071, -0.075, -0.086, 0.034, 0.153, 0.118, 0.043, 0.055, 0.076, 0.016, -0.216, -0.017, -0.102, -0.084, -0.088, -0.021, 0.100, 0.105, 0.131, 0.109, 0.113, -0.265, -0.316, -0.267, 0.606, -0.308, -0.307, -0.228, 0.155, 0.194, 0.124, 0.144, 0.144, 0.097, 0.136, 0.120, -0.149, -0.243, -0.234, 0.693, -0.314, -0.322, -0.215, 0.025, 0.090, 0.053, 0.148, 0.134, 0.086, 0.039, 0.159, -0.135, -0.297, -0.252, 0.637, -0.290, -0.339, -0.192, 0.135, 0.070, 0.165, 0.084, 0.079, 0.150, 0.044, 0.170, -0.202, -0.270, -0.310, 0.670, -0.305, -0.312, -0.208, 0.086, 0.055, 0.194, 0.063, 0.154, 0.165, 0.096, 0.099]
}

Which structure wins on stability? run ii wins.

Run i
{
  "formula": "C6H13P",
  "method": "the ωB97M-V functional and the def2-TZVPD basis",
  "e_homo_ev": -8.625,
  "smiles": "C/C=P/C.C=CC",
  "species": ["C", "C", "P", "C", "H", "H", "H", "H", "H", "H", "H", "C", "C", "C", "H", "H", "H", "H", "H", "H"],
  "positions_angstrom": [[1.1707, 1.5250, 0.8793], [1.1358, 0.4577, -0.1783], [2.5153, -0.4848, -0.5272], [1.5868, -1.4883, -1.9839], [0.8613, 1.0690, 1.8311], [0.5594, 2.3040, 0.6770], [2.1850, 1.9821, 1.1807], [0.5496, 0.6125, -1.1454], [0.5992, -1.8800, -1.6070], [2.2094, -2.4250, -2.0748], [1.3357, -0.8758, -2.7504], [-1.6798, 0.0763, 2.0113], [-1.2510, -0.3901, 0.8187], [-1.7730, 0.1031, -0.4827], [-2.3969, 0.8572, 2.1225], [-1.3965, -0.4083, 3.0185], [-0.6979, -1.3269, 0.8212], [-1.5707, -0.8674, -1.1622], [-1.0797, 0.8244, -0.8797], [-2.8629, 0.3350, -0.5687]],
  "lowdin_charge": [-0.206, -0.575, 0.897, -0.333, 0.059, 0.023, 0.096, 0.048, 0.018, 0.021, -0.036, -0.017, -0.307, -0.129, 0.042, 0.084, 0.093, 0.113, 0.021, 0.089]
}

Run ii
{
  "formula": "C6H13P",
  "method": "the ωB97M-V functional and the def2-TZVPD basis",
  "e_homo_ev": -9.158,
  "smiles": "C=P[C@H](C)C(C)C",
  "species": ["C", "P", "C", "C", "C", "C", "C", "H", "H", "H", "H", "H", "H", "H", "H", "H", "H", "H", "H", "H"],
  "positions_angstrom": [[-3.2368, 0.2786, 0.4594], [-2.1263, -0.8563, -0.0859], [-0.4423, -0.1645, 0.5060], [-0.3907, 1.4185, 0.4961], [0.7422, -0.8175, -0.2916], [2.0257, -0.8330, 0.5061], [1.0456, -0.2241, -1.6983], [-4.2026, 0.1028, 0.1556], [-2.9566, 1.0188, 1.1997], [-0.3107, -0.7398, 1.4490], [0.1280, 1.7786, -0.4508], [0.1308, 1.8750, 1.3540], [-1.4236, 1.7923, 0.5161], [0.4338, -1.9359, -0.4319], [1.8189, -1.0832, 1.6005], [2.3890, 0.2237, 0.3547], [2.8059, -1.5037, 0.2039], [1.5331, 0.7881, -1.4739], [0.2190, -0.1280, -2.2715], [1.8174, -0.9903, -2.0971]],
  "lowdin_charge": [-0.348, 0.924, -0.536, -0.104, -0.529, -0.108, -0.086, -0.062, -0.004, 0.085, 0.079, 0.073, 0.019, 0.130, 0.097, 0.090, 0.062, 0.085, 0.020, 0.113]
}

Which structure wins on stability? run ii wins.